1.
Molecular formula: C5H8O2
Method: DFT, ωB97M-V/def2-TZVPD

For the HOMO energy, the calculation gives -0.3458 Eh. Its spin multiplicity is 1. As for the electronic energy: -9406.9542 eV.

Geometry as XYZ:
```
15
Properties=species:S:1:pos:R:3:mulliken_charge:R:1
O 2.1458 -0.5224 -0.2811 -0.56
O -0.8905 -0.4694 -1.3697 -0.48
C 1.0104 -0.1239 -0.2708 0.25
C -1.2565 0.1344 0.5960 -0.59
C -0.9807 0.8454 -0.7376 -0.08
C 0.4926 1.2602 -0.6492 -0.66
C -0.3214 -0.8778 -0.0891 0.02
H -0.9644 0.6129 1.5359 0.26
H -2.2773 -0.2521 0.6397 0.27
H 0.9314 1.5862 -1.5934 0.30
H -1.6880 1.5153 -1.2253 0.44
H 0.7119 1.9946 0.1337 0.29
H -0.3191 -1.9488 0.1082 0.55
H 1.4981 -1.9302 1.9079 0.14
H 1.9078 -1.8243 1.2947 -0.16
```


2.
Molecular formula: C5H8O2
Method: DFT, ωB97M-V/def2-TZVPD

For the HOMO energy, the calculation gives -0.3338 Eh. Its spin multiplicity is 1. As for the electronic energy: -9407.2281 eV.

Geometry as XYZ:
```
15
Properties=species:S:1:pos:R:3:mulliken_charge:R:1
O -0.2026 0.4676 1.5487 -0.42
O 1.1152 0.8088 -1.5433 -0.53
C 1.2683 -0.9243 0.3048 -0.92
C -0.7332 0.6038 0.2014 0.44
C 0.6186 0.2437 -0.3853 0.36
C 1.1139 0.3863 1.0108 -0.08
C -1.9297 -0.2277 -0.1618 -1.30
H -2.8051 -0.0009 0.4502 0.35
H -0.9153 1.6742 0.0348 0.27
H -1.6972 -1.2929 -0.0794 0.28
H 0.6873 -1.7839 0.6352 0.20
H 2.2766 -1.1467 -0.0428 0.34
H -2.1661 0.0005 -1.2071 0.32
H 1.4937 0.1013 -2.0760 0.35
H 1.8757 1.0901 1.3098 0.35
```


3.
Molecular formula: C5H8O2
Method: DFT, ωB97M-V/def2-TZVPD

For the HOMO energy, the calculation gives -0.3093 Eh. Its spin multiplicity is 1. As for the electronic energy: -9405.7882 eV.

Geometry as XYZ:
```
15
Properties=species:S:1:pos:R:3:mulliken_charge:R:1
O 1.5447 -0.8980 -1.2067 -0.46
O -0.9743 -0.4985 1.0907 -0.25
C -0.5760 0.1504 -1.5939 -1.11
C 0.4217 -0.2533 -0.8084 0.68
C -1.2676 -1.7013 0.6650 -0.31
C 0.5924 1.3351 1.1664 -1.30
C 0.3718 -0.0902 0.6958 0.31
H 0.5647 1.4074 2.2579 0.36
H -1.4399 0.6369 -1.1547 0.29
H -0.1740 1.9934 0.7470 0.32
H -0.6107 -0.0660 -2.6561 0.28
H -2.3622 -1.7626 0.8685 0.18
H 1.4751 -1.0794 -2.1540 0.33
H 1.5699 1.6861 0.8211 0.36
H 1.0841 -0.7834 1.1527 0.33
```


4.
Molecular formula: C5H8O2
Method: DFT, ωB97M-V/def2-TZVPD

The SMILES is CC1=CC1.O=CO. For the HOMO energy, the calculation gives -0.3386 Eh. Its spin multiplicity is 1. As for the electronic energy: -9407.1305 eV.

Geometry as XYZ:
```
15
Properties=species:S:1:pos:R:3:mulliken_charge:R:1
O 1.7927 0.2403 -0.2553 -0.46
O 1.4931 -1.6607 0.9392 -0.46
C -1.1853 -0.6015 0.6411 -0.98
C -0.7753 0.4048 -0.0730 0.87
C 2.2149 -0.6884 0.3873 0.15
C -0.5894 1.8560 -0.2317 -1.17
C -1.1039 -0.8265 -0.8499 -0.38
H -2.0123 -0.8029 -1.4588 0.23
H 0.5405 -1.4177 0.8376 0.35
H -0.2451 2.3226 0.6966 0.27
H 0.1048 2.0943 -1.0415 0.29
H 3.2832 -0.8336 0.5928 0.37
H -1.6318 -0.9005 1.5753 0.42
H -0.3070 -1.4462 -1.2767 0.16
H -1.5789 2.2601 -0.4831 0.36
```


5.
Molecular formula: C5H8O2
Method: DFT, ωB97M-V/def2-TZVPD

The SMILES is O[C@H]1C[C@]2(CO2)C1. For the HOMO energy, the calculation gives -0.3746 Eh. Its spin multiplicity is 1. As for the electronic energy: -9407.5610 eV.

Geometry as XYZ:
```
15
Properties=species:S:1:pos:R:3:mulliken_charge:R:1
O -2.1534 0.8025 0.8793 -0.56
O 1.0524 1.1384 -1.0965 -0.50
C 0.2511 0.1643 1.1359 -0.83
C 0.5865 0.0326 -0.3475 0.84
C -0.7639 -0.6120 -0.6457 -0.83
C 1.8620 -0.0349 -1.0476 -0.59
C -1.2118 -0.2373 0.7948 0.04
H 0.3665 1.1678 1.5558 0.31
H -0.7083 -1.6908 -0.8249 0.29
H -1.6243 -1.0592 1.3850 0.40
H 0.7751 -0.5571 1.7712 0.29
H 2.7931 0.0652 -0.4891 0.24
H -1.8200 1.5492 0.3624 0.35
H 1.9347 -0.5883 -1.9843 0.24
H -1.3399 -0.1404 -1.4486 0.31
```


6.
Molecular formula: C5H8O2
Method: DFT, ωB97M-V/def2-TZVPD

For the HOMO energy, the calculation gives -0.2659 Eh. Its spin multiplicity is 1. As for the electronic energy: -9403.8979 eV.

Geometry as XYZ:
```
15
Properties=species:S:1:pos:R:3:mulliken_charge:R:1
O 1.4935 -0.3037 1.2699 -0.42
O -0.2294 -1.1401 -0.9769 -0.50
C -1.3607 0.9802 -0.3324 -1.28
C 1.2573 0.2648 -0.0822 0.07
C -0.2257 0.1370 0.1442 0.86
C 0.0947 -0.3887 1.5246 -0.54
C 1.3340 -0.7099 -1.1917 -0.68
H -1.0943 1.4673 -1.2758 0.32
H -2.2078 0.3147 -0.5073 0.30
H -0.2392 0.2566 2.3559 0.30
H -0.2665 -1.4076 1.7064 0.20
H 1.7871 1.2135 -0.2223 0.39
H 1.2565 -0.2015 -2.1585 0.20
H -0.1174 -2.0869 -0.7465 0.41
H -1.6579 1.7441 0.3954 0.38
```


7.
Molecular formula: C5H8O2
Method: DFT, ωB97M-V/def2-TZVPD

For the HOMO energy, the calculation gives -0.3084 Eh. Its spin multiplicity is 1. As for the electronic energy: -9404.8404 eV.

Geometry as XYZ:
```
15
Properties=species:S:1:pos:R:3:mulliken_charge:R:1
O -0.6973 -0.7311 -0.9210 -0.47
O 2.0121 -0.8925 -0.5714 -0.55
C 0.6410 1.0288 0.0334 -0.77
C -1.7030 0.1891 0.4273 -0.61
C -0.7207 0.6849 -0.5766 0.19
C 1.1443 -0.3651 0.4300 -0.05
C -0.2072 -1.1156 0.4912 -0.43
H -1.7562 0.3937 1.4629 0.32
H -2.6905 0.0406 -0.0748 0.23
H 1.7400 -0.3669 1.3462 0.44
H -0.0226 -2.2149 0.4692 0.27
H 1.3284 1.4931 -0.6763 0.32
H -1.0360 1.2850 -1.4418 0.44
H 1.4582 -1.1303 -1.3314 0.37
H 0.5303 1.6843 0.9040 0.31
```


8.
Molecular formula: C5H8O2
Method: DFT, ωB97M-V/def2-TZVPD

For the HOMO energy (spin up / spin down), the calculation gives -0.3194 / -0.3193 Eh. Its spin multiplicity is 1. As for the electronic energy: -9404.8065 eV.

Geometry as XYZ:
```
15
Properties=species:S:1:pos:R:3:mulliken_charge:R:1
O 0.4899 -0.7796 0.1811 -0.33
O -0.2161 1.2811 -0.3975 -0.37
C 1.2009 1.2717 -0.5511 -0.31
C -1.6976 -1.7456 0.9044 -0.35
C 1.5716 -0.2180 -0.5311 -0.36
C -0.6314 -0.0584 -0.2640 0.20
C -1.7248 -0.2553 0.7907 -0.42
H 2.4942 -0.4454 0.0056 0.26
H -2.6690 0.0884 0.3518 0.28
H -0.9666 -0.4412 -1.2405 0.22
H -1.1384 -1.9816 1.8319 0.14
H 1.6533 1.8133 0.2865 0.24
H 1.6180 -0.6419 -1.5439 0.27
H -1.4668 0.3541 1.6666 0.26
H 1.4830 1.7584 -1.4905 0.27
```


9.
Molecular formula: C5H8O2
Method: DFT, ωB97M-V/def2-TZVPD

The SMILES is C=C=C(O)CCO. For the HOMO energy, the calculation gives -0.3189 Eh. Its spin multiplicity is 1. As for the electronic energy: -9406.2902 eV.

Geometry as XYZ:
```
15
Properties=species:S:1:pos:R:3:mulliken_charge:R:1
O 0.5387 0.2036 -2.3913 -0.50
O -1.0842 0.8181 1.5973 -0.48
C -1.3587 -0.3833 1.0008 -0.59
C 2.0464 0.3447 0.6454 -0.75
C 1.0996 -0.1800 -0.0941 -0.53
C -1.1904 -0.3911 -0.8563 -0.70
C 0.2145 -0.1433 -1.1020 0.96
H -1.4604 -1.4345 -0.9718 0.28
H -1.8549 0.3219 -1.3416 0.35
H 1.4505 0.5166 -2.4144 0.32
H 2.2684 1.4093 0.6762 0.32
H -0.1311 0.9896 1.5246 0.32
H -2.4279 -0.5647 1.0675 0.38
H -0.7995 -1.2310 1.3999 0.36
H 2.6889 -0.2759 1.2600 0.23
```


10.
Molecular formula: C5H8O2
Method: DFT, ωB97M-V/def2-TZVPD

The SMILES is CCCC(=O)C=O. For the HOMO energy, the calculation gives -0.3611 Eh. Its spin multiplicity is 1. As for the electronic energy: -9407.9299 eV.

Geometry as XYZ:
```
15
Properties=species:S:1:pos:R:3:mulliken_charge:R:1
O 0.4533 0.5193 1.3505 -0.48
O 3.5542 0.1560 -0.0098 -0.45
C -0.9200 -0.8419 -0.2832 -0.52
C -2.1095 0.1152 0.1156 -0.97
C 2.6248 0.5454 0.6476 -0.11
C 0.4962 -0.1396 -0.8933 -0.54
C 1.1322 0.3590 0.3568 0.58
H -1.2686 -1.4812 -1.0856 0.41
H -3.0840 -0.3895 -0.0145 0.32
H -0.7277 -1.4636 0.6115 0.31
H -2.1028 0.4654 1.1594 0.26
H 2.7242 1.0363 1.6372 0.34
H 1.3100 -0.5477 -1.5696 0.31
H -2.1532 1.0089 -0.5151 0.27
H 0.0710 0.6578 -1.5075 0.27
```